Entry 1:
Density functional theory data (ωB97M-V with the def2-TZVPD basis set) for a 2-piece molecular cluster, C4H8O3 overall.

Each line ends with the Mulliken charge.
Geometry (Å):
1 O -0.829 0.688 -1.020  -0.277
2 O -0.111 -0.653 2.419  -0.460
3 O 1.242 1.220 -0.320  -0.538
4 C -0.487 -0.819 1.287  0.046
5 C -0.857 1.919 -1.757  -0.641
6 C 0.421 -1.010 0.081  -0.369
7 C 0.369 0.404 -0.469  0.491
8 H 1.648 -2.650 2.299  0.147
9 H -0.715 2.794 -1.116  0.295
10 H -1.832 1.953 -2.244  0.231
11 H 1.450 -1.257 0.364  0.343
12 H 1.276 -2.089 2.605  -0.160
13 H -0.060 1.901 -2.506  0.292
14 H 0.022 -1.765 -0.612  0.265
15 H -1.537 -0.636 0.992  0.336

Computed properties:
* HOMO level: -10.204 eV
* 2S+1: 1
* ΔE to the lowest compared entry with this formula, charge and spin: 2.366 eV
* orbital gap: 0.399 hartree
* strongest force on any atom: 0.013 hartree/bohr
* total energy: -10418.6373 eV
* structure (SMILES): COC(=O)CC=O.[H][H]



Entry 2:
Density functional theory data (ωB97M-V with the def2-TZVPD basis set) for C37H36F3MnN5O7S2Si as an isolated structure at a distorted geometry.

Each line ends with the Mulliken charge.
Geometry (Å):
1 Mn 0.727 -0.694 1.101  0.778
2 S -2.900 -1.073 -1.402  -0.391
3 S -2.857 -0.549 1.646  0.850
4 Si 3.962 -1.366 0.481  -0.248
5 F -1.954 -0.864 4.141  -0.157
6 F -3.104 0.941 3.867  -0.182
7 F -4.102 -0.971 3.947  -0.261
8 O 1.000 -1.165 2.910  -0.432
9 O -1.449 -0.217 1.422  -0.488
10 O -3.776 0.467 1.183  -0.607
11 O 0.555 -0.594 -0.892  0.540
12 O 0.875 1.605 1.219  0.813
13 O -3.244 -1.929 1.493  -0.748
14 O 1.466 0.214 -3.145  -0.789
15 N 0.255 -2.550 0.666  1.509
16 N -1.520 1.011 -2.226  0.535
17 N 0.100 -2.830 -0.688  -1.081
18 N 2.933 -0.060 0.813  0.678
19 N -3.849 1.214 -2.296  0.044
20 C -4.108 2.057 -3.366  0.390
21 C -3.164 2.393 -4.342  -0.325
22 C -2.244 3.668 3.020  -0.755
23 C 0.595 -2.196 3.565  0.291
24 C -0.269 -3.115 -4.879  -0.971
25 C -3.519 3.220 -5.400  -0.625
26 C 2.340 3.540 1.254  -0.793
27 C 0.295 -1.879 -2.877  0.397
28 C 0.291 -2.109 -5.661  -0.294
29 C -0.267 -2.989 -3.500  -0.415
30 C -1.096 3.378 3.747  -0.737
31 C 3.615 4.089 1.100  -0.848
32 C -4.802 3.731 -5.517  -0.530
33 C 3.676 -2.038 -1.255  -0.805
34 C 0.731 -2.232 4.975  -0.866
35 C -5.744 3.395 -4.550  -0.455
36 C 0.868 -0.872 -3.672  0.368
37 C 2.146 2.180 1.145  0.707
38 C -2.725 0.442 -2.013  0.050
39 C -2.997 -0.345 3.490  0.405
40 C 4.669 3.233 0.818  -0.967
41 C -1.269 2.617 1.091  -0.550
42 C -0.120 -3.441 1.488  -1.114
43 C 0.299 -3.305 5.714  -0.468
44 C -0.037 2.709 3.153  0.324
45 C -0.136 2.331 1.824  -0.035
46 C 4.466 1.866 0.701  -0.755
47 C -0.400 -4.417 3.714  -0.696
48 C 0.852 -0.997 -5.063  -0.868
49 C 5.853 -1.151 0.579  -1.463
50 C -2.333 3.274 1.693  -0.221
51 C 3.637 -2.771 1.686  -0.946
52 C 3.192 1.258 0.873  -0.064
53 C 0.027 -3.343 2.925  1.471
54 C -5.405 2.571 -3.492  -0.431
55 C -0.283 -4.414 5.087  -0.802
56 C 0.301 -1.768 -1.397  0.013
57 H -0.637 -5.256 5.670  0.351
58 H -0.717 -3.984 -5.347  0.382
59 H -0.718 -3.736 -2.860  0.441
60 H -0.573 -4.340 1.069  0.231
61 H -3.239 3.449 1.127  0.351
62 H -6.757 3.771 -4.629  0.352
63 H 5.669 3.635 0.685  0.363
64 H 0.297 -2.197 -6.742  0.372
65 H -3.077 4.173 3.496  0.366
66 H 6.169 -0.625 1.487  0.344
67 H -1.458 2.014 -2.297  0.435
68 H -2.171 1.967 -4.300  0.490
69 H -0.842 -5.272 3.209  0.341
70 H 1.369 0.133 -2.159  -0.015
71 H 1.498 4.185 1.465  0.387
72 H 0.854 2.454 3.712  0.470
73 H 3.733 -1.245 -2.009  0.251
74 H 0.414 -3.291 6.793  0.366
75 H -2.779 3.456 -6.155  0.360
76 H -1.320 2.284 0.062  0.275
77 H 1.295 -0.207 -5.658  0.442
78 H -6.147 2.294 -2.751  0.346
79 H -0.746 0.532 -1.765  -0.754
80 H 4.407 -2.811 -1.521  0.523
81 H -5.070 4.366 -6.351  0.358
82 H 5.304 1.223 0.471  0.271
83 H 3.761 5.159 1.190  0.368
84 H 6.251 -0.604 -0.284  0.359
85 H 2.682 -2.489 -1.321  0.104
86 H -1.029 3.666 4.790  0.331
87 H 4.104 -3.703 1.340  0.452
88 H 4.016 -2.548 2.688  0.241
89 H -4.656 0.842 -1.820  0.227
90 H 2.565 -2.951 1.773  0.124
91 H 6.328 -2.139 0.587  0.339
92 H 1.169 -1.365 5.456  0.374

Computed properties:
* HOMO level (spin up / spin down): -1.771 / -1.683 eV
* net charge: -2
* 2S+1: 2
* orbital gap (spin up / spin down): 0.213 / 0.210 hartree
* strongest force on any atom: 0.023 hartree/bohr
* total energy: -129762.7786 eV



Entry 3:
Density functional theory data (ωB97M-V with the def2-TZVPD basis set) for a 17-piece molecular cluster, C56H116N4O34 overall at a distorted geometry.

Each line ends with the Mulliken charge.
Geometry (Å):
1 O 16.815 -8.185 14.387  -0.344
2 O 18.799 -8.370 15.321  -0.511
3 O 15.203 -17.980 17.409  -0.354
4 O 12.697 -12.931 6.927  -0.253
5 O 12.493 -14.152 18.348  -0.160
6 O 8.797 -10.650 9.770  -0.551
7 O 16.042 -18.482 8.965  -0.596
8 O 18.640 -16.298 15.750  0.188
9 O 18.758 -20.107 13.601  -0.661
10 O 18.801 -7.266 9.559  -0.322
11 O 10.285 -14.388 19.026  -0.595
12 O 17.064 -20.058 15.092  -0.270
13 O 11.281 -17.398 9.185  -0.154
14 O 14.487 -12.240 11.708  -0.136
15 O 22.600 -13.057 11.492  -0.573
16 O 7.276 -11.810 10.814  -0.579
17 O 9.343 -12.233 13.500  -0.405
18 O 17.714 -10.510 7.071  -0.588
19 O 11.651 -9.167 14.814  -0.137
20 O 11.767 -7.409 13.478  -0.601
21 O 7.868 -11.826 14.995  -0.531
22 O 19.322 -4.324 12.646  -0.060
23 O 14.760 -12.773 5.944  -0.534
24 O 15.898 -2.380 7.429  -0.631
25 O 15.639 -13.810 10.524  -0.335
26 O 18.215 -5.125 9.078  -0.515
27 O 19.754 -11.381 7.642  -0.337
28 O 10.096 -19.293 8.446  -0.564
29 O 19.790 -14.424 15.047  -0.637
30 O 18.166 -18.278 9.726  -0.541
31 O 18.550 -2.647 13.935  -0.604
32 O 14.732 -3.992 8.550  -0.303
33 O 22.273 -15.012 10.445  -0.426
34 O 15.536 -17.298 15.279  -0.361
35 N 16.987 -17.943 9.551  1.023
36 N 8.284 -11.657 10.107  1.034
37 N 17.676 -8.800 14.967  0.845
38 N 8.339 -12.511 14.173  0.831
39 C 16.743 -16.545 10.069  -0.044
40 C 13.718 -18.842 15.825  -1.186
41 C 11.019 -18.739 9.056  0.689
42 C 19.338 -12.290 8.648  -0.156
43 C 17.505 -10.327 15.078  -0.838
44 C 20.497 -16.982 17.311  -1.310
45 C 21.346 -16.013 12.525  -0.862
46 C 12.250 -11.607 6.647  -0.533
47 C 22.851 -13.830 10.587  0.847
48 C 18.957 -10.574 6.980  0.842
49 C 18.801 -15.000 15.522  0.296
50 C 9.013 -12.827 9.614  -0.704
51 C 15.924 -15.823 18.388  -0.926
52 C 21.139 -4.639 11.119  -0.908
53 C 14.318 -14.648 7.212  -0.544
54 C 16.251 -17.301 18.080  0.457
55 C 12.860 -9.786 16.832  -1.185
56 C 18.531 -3.776 13.557  0.462
57 C 7.688 -13.808 13.901  -0.836
58 C 15.353 -11.131 11.368  0.246
59 C 14.732 -13.510 11.265  0.572
60 C 11.189 -8.397 13.858  0.694
61 C 12.771 -10.434 7.509  -0.838
62 C 17.650 -21.041 16.001  -0.422
63 C 21.124 -15.418 11.164  0.084
64 C 19.851 -17.052 15.899  0.337
65 C 13.683 -14.447 11.682  -1.213
66 C 15.481 -3.211 10.818  -0.661
67 C 19.220 -6.377 7.344  -1.204
68 C 10.830 -14.930 16.797  -0.649
69 C 17.517 -14.251 15.516  -0.284
70 C 12.767 -8.742 15.660  -0.117
71 C 24.056 -13.634 9.709  -1.127
72 C 18.110 -7.200 10.871  0.871
73 C 12.608 -12.499 20.218  -1.230
74 C 14.910 -9.703 11.885  -1.011
75 C 14.434 -3.174 9.726  -0.532
76 C 18.772 -20.365 16.724  -0.628
77 C 8.904 -16.404 8.806  -1.224
78 C 11.234 -14.519 18.231  0.634
79 C 19.687 -9.713 5.996  -1.142
80 C 13.989 -13.303 6.685  0.541
81 C 19.008 -11.597 9.943  -1.011
82 C 14.938 -17.917 16.143  0.833
83 C 12.254 -19.455 9.621  -0.942
84 C 17.549 -4.833 14.038  -0.123
85 C 17.629 -19.735 13.938  0.615
86 C 10.464 -16.357 8.595  0.112
87 C 13.036 -13.826 19.610  -0.021
88 C 20.437 -3.682 12.144  -0.328
89 C 18.558 -6.236 8.711  0.690
90 C 15.971 -4.610 6.683  -0.834
91 C 9.876 -8.823 13.197  -0.725
92 C 19.057 -7.735 11.954  -0.423
93 C 16.776 -19.053 12.916  -0.284
94 C 15.564 -3.536 7.669  0.766
95 H 18.675 -12.320 10.689  0.332
96 H 8.507 -14.523 13.837  0.306
97 H 16.932 -4.262 6.303  0.251
98 H 19.915 -7.062 11.961  0.022
99 H 17.908 -5.841 13.833  -0.151
100 H 20.191 -2.853 11.480  0.285
101 H 8.553 -16.885 9.720  0.360
102 H 11.595 -12.416 20.613  0.332
103 H 19.008 -8.860 5.984  0.267
104 H 15.798 -15.323 17.428  0.008
105 H 14.116 -13.716 19.510  0.202
106 H 17.969 -21.947 15.485  0.310
107 H 16.661 -4.605 13.448  0.080
108 H 13.816 -19.680 16.515  0.392
109 H 17.654 -6.244 11.127  0.074
110 H 17.602 -15.878 9.989  0.232
111 H 16.773 -10.606 14.319  0.088
112 H 19.555 -19.918 16.111  0.284
113 H 18.380 -10.883 14.742  0.495
114 H 11.191 -14.184 16.089  0.242
115 H 25.016 -13.864 10.172  0.288
116 H 24.272 -12.602 9.432  0.336
117 H 20.162 -12.921 8.981  0.161
118 H 21.129 -3.338 12.912  0.332
119 H 18.666 -7.685 12.970  -0.372
120 H 20.574 -15.985 17.746  0.370
121 H 17.263 -7.886 10.833  -0.224
122 H 13.991 -15.471 11.472  0.225
123 H 20.443 -16.530 12.850  0.182
124 H 21.498 -17.370 17.127  0.411
125 H 13.668 -8.824 15.052  0.009
126 H 12.695 -14.254 11.264  0.212
127 H 16.741 -15.420 18.987  0.505
128 H 21.504 -15.144 13.164  0.315
129 H 14.965 -15.729 18.897  0.263
130 H 11.161 -11.628 6.696  0.421
131 H 23.752 -14.222 8.843  0.319
132 H 18.526 -6.915 6.698  0.247
133 H 18.318 -10.757 9.873  0.310
134 H 18.325 -19.561 17.310  -0.061
135 H 20.705 -16.173 10.498  0.349
136 H 12.711 -11.650 19.543  0.162
137 H 21.818 -4.089 10.468  0.467
138 H 8.431 -13.297 8.821  0.317
139 H 13.824 -9.702 11.794  0.390
140 H 16.266 -11.444 11.876  0.002
141 H 13.478 -3.488 10.144  0.352
142 H 8.408 -17.054 8.086  0.416
143 H 10.727 -16.260 7.541  0.315
144 H 9.985 -12.634 9.159  0.139
145 H 6.907 -14.063 14.617  0.337
146 H 20.166 -6.904 7.464  0.360
147 H 13.842 -10.537 7.332  0.204
148 H 9.035 -8.189 13.476  0.345
149 H 11.960 -9.760 17.446  0.346
150 H 16.800 -21.302 16.632  0.350
151 H 21.713 -5.368 11.691  0.305
152 H 16.080 -16.170 9.290  -0.120
153 H 20.416 -14.594 11.256  0.005
154 H 19.905 -11.098 10.309  0.339
155 H 19.422 -18.021 15.642  -0.309
156 H 19.890 -17.552 18.014  0.329
157 H 17.317 -10.645 16.103  0.316
158 H 12.809 -18.260 15.979  0.201
159 H 14.048 -15.545 6.655  0.427
160 H 22.239 -16.638 12.490  0.285
161 H 8.244 -15.541 8.712  0.286
162 H 14.242 -2.155 9.391  0.360
163 H 9.747 -15.058 16.773  0.286
164 H 15.406 -4.164 11.342  0.101
165 H 12.352 -9.590 6.961  0.382
166 H 17.378 -13.912 16.543  0.190
167 H 16.483 -3.088 10.409  0.262
168 H 16.419 -16.496 11.109  0.046
169 H 17.365 -4.688 15.103  0.397
170 H 9.583 -9.837 13.471  0.025
171 H 17.041 -19.532 11.974  0.443
172 H 16.127 -5.557 7.200  0.092
173 H 13.534 -14.496 12.761  0.480
174 H 11.265 -15.890 16.520  0.061
175 H 16.716 -14.866 15.106  0.150
176 H 15.093 -9.519 12.944  -0.140
177 H 19.545 -8.669 11.676  0.324
178 H 15.725 -19.054 13.203  0.083
179 H 13.347 -12.241 20.976  0.422
180 H 15.365 -14.660 7.516  0.142
181 H 12.191 -20.527 9.433  0.372
182 H 9.944 -8.778 12.110  0.290
183 H 13.200 -19.099 9.213  0.162
184 H 13.681 -9.654 17.536  0.468
185 H 15.277 -4.601 5.843  0.399
186 H 17.569 -13.374 14.871  0.012
187 H 15.428 -11.070 10.283  0.348
188 H 13.870 -14.795 8.195  -0.010
189 H 19.497 -5.503 6.754  0.380
190 H 12.290 -19.364 10.707  0.263
191 H 19.274 -20.962 17.485  0.467
192 H 20.722 -9.497 6.260  0.311
193 H 12.667 -7.728 16.047  0.329
194 H 12.486 -11.235 5.650  0.375
195 H 20.562 -16.750 15.131  0.174
196 H 17.089 -18.009 12.959  -0.175
197 H 15.202 -2.341 11.412  0.395
198 H 19.949 -10.117 5.019  0.354
199 H 10.743 -15.380 8.989  -0.082
200 H 16.441 -17.798 19.032  0.356
201 H 12.488 -10.475 8.560  0.230
202 H 20.478 -5.089 10.378  -0.029
203 H 18.545 -13.012 8.456  0.251
204 H 12.771 -14.558 20.374  0.337
205 H 13.030 -10.768 16.390  0.289
206 H 7.225 -13.835 12.914  0.267
207 H 13.806 -19.294 14.837  0.248
208 H 17.210 -17.485 17.595  -0.460
209 H 15.351 -8.831 11.404  0.318
210 H 9.146 -13.493 10.466  0.343

Computed properties:
* HOMO level: -9.606 eV
* 2S+1: 1
* orbital gap: 0.340 hartree
* strongest force on any atom: 0.088 hartree/bohr
* total energy: -135514.3788 eV